Entry 1:
Below is a single C18H28N4O4S molecule, with properties calculated with ωB97M-V with the def2-TZVPD basis set.

Structure (ORCA input):
```
! RIJCOSX wB97M-V def2-TZVPD def2/J DEFGRID3
* xyz 0 1
C -4.89 -2.27 -2.30
C -5.11 -1.32 -1.13
C -4.16 -0.12 -1.19
N -4.37 0.69 -0.01
S -3.73 2.23 -0.05
O -4.10 2.80 -1.31
O -4.11 2.88 1.16
C -1.95 1.95 -0.03
C -1.29 1.80 -1.23
C 0.06 1.49 -1.23
C 0.73 1.33 -0.02
C 2.19 1.01 0.06
O 2.89 1.43 0.96
N 2.64 0.21 -0.94
N 3.95 -0.27 -1.09
C 4.94 0.78 -1.37
C 5.85 1.06 -0.18
N 6.62 -0.13 0.16
C 7.13 -0.04 1.51
C 5.87 -1.35 -0.10
C 4.36 -1.15 -0.01
C 0.05 1.52 1.18
C -1.30 1.82 1.18
C -4.18 -0.05 1.22
C -5.13 -1.25 1.21
C -4.93 -2.13 2.44
O -4.90 -2.04 0.06
H -5.57 -3.11 -2.22
H -3.87 -2.65 -2.28
H -5.06 -1.76 -3.24
H -6.15 -0.93 -1.15
H -4.37 0.51 -2.05
H -3.12 -0.48 -1.24
H -1.83 1.95 -2.15
H 0.59 1.40 -2.17
H 1.99 -0.17 -1.60
H 4.41 1.69 -1.66
H 5.54 0.44 -2.22
H 6.56 1.86 -0.44
H 5.24 1.41 0.66
H 7.77 -0.90 1.72
H 7.73 0.86 1.60
H 6.33 0.01 2.28
H 6.12 -1.69 -1.12
H 6.19 -2.13 0.60
H 4.11 -0.75 0.98
H 3.84 -2.11 -0.14
H 0.60 1.42 2.11
H -1.85 1.98 2.09
H -4.41 0.63 2.04
H -3.14 -0.41 1.30
H -6.17 -0.87 1.19
H -5.12 -1.57 3.34
H -5.60 -2.98 2.39
H -3.91 -2.51 2.46
*
```

Values from the calculation:
SMILES string	C[C@@H]1CN(S(=O)(=O)c2ccc(C(=O)NN3CCN(C)CC3)cc2)C[C@H](C)O1
HOMO level	-8.33	eV
E_LUMO	0.0021	Eh

Entry 2:
Below is a single C4H4N2O molecule, with properties calculated with ωB97M-V with the def2-TZVPD basis set.

Structure (ORCA input):
```
! RIJCOSX wB97M-V def2-TZVPD def2/J DEFGRID3
* xyz 0 1
N -1.82 2.23 -1.76
C -0.97 1.42 -1.50
C -0.16 0.44 -0.94
N 1.16 0.32 -1.13
O 1.75 -0.62 -0.26
C 0.87 -0.84 0.87
C -0.49 -0.20 0.40
H 1.13 -0.32 1.79
H 0.78 -1.94 1.16
H -1.01 0.54 1.01
H -1.24 -1.03 0.37
*
```

Values from the calculation:
SMILES string	N#CC1=NOCC1
HOMO level	-10.01	eV
E_LUMO	-0.0162	Eh

Entry 3:
Below is 7 unconnected molecules or ions with the total composition C22H61N3O10, with properties calculated with ωB97M-V with the def2-TZVPD basis set.

Structure (ORCA input):
```
! RIJCOSX wB97M-V def2-TZVPD def2/J DEFGRID3
* xyz 0 1
C -2.09 -1.57 -0.24
O -2.83 -1.14 -1.34
C -2.14 -1.23 -2.56
C -2.39 -2.56 -3.33
N -3.29 -2.30 -4.43
C -3.67 -3.47 -5.21
C -4.75 -3.13 -6.19
O -5.96 -2.86 -5.51
C -7.06 -2.76 -6.37
H -1.55 -2.53 -0.35
H -2.76 -1.75 0.61
H -1.28 -0.90 0.08
H -1.06 -1.08 -2.42
H -2.43 -0.41 -3.22
H -2.84 -3.24 -2.59
H -1.40 -2.91 -3.64
H -4.07 -1.75 -4.11
H -3.87 -4.36 -4.59
H -2.76 -3.73 -5.77
H -4.91 -3.97 -6.88
H -4.45 -2.24 -6.76
H -7.94 -2.44 -5.80
H -7.36 -3.76 -6.72
H -6.92 -2.08 -7.21
C 3.46 1.63 -2.77
O 3.17 0.27 -2.51
C 4.02 -0.27 -1.53
C 3.42 -1.59 -1.08
N 3.17 -2.54 -2.16
C 4.25 -2.77 -3.09
C 3.74 -3.65 -4.23
O 4.76 -4.05 -5.13
C 5.50 -5.16 -4.64
H 2.89 1.90 -3.66
H 4.53 1.72 -3.03
H 3.24 2.27 -1.92
H 4.17 0.35 -0.63
H 5.01 -0.38 -2.00
H 2.58 -1.36 -0.41
H 3.94 -2.14 -0.28
H 2.30 -2.27 -2.61
H 5.11 -3.20 -2.57
H 4.55 -1.82 -3.55
H 3.07 -3.02 -4.82
H 3.15 -4.49 -3.87
H 5.92 -4.96 -3.66
H 6.38 -5.24 -5.29
H 4.95 -6.10 -4.71
C -2.20 2.39 1.36
O -2.04 3.37 2.38
C -2.11 4.69 1.92
C -2.01 5.65 3.12
N -2.73 5.14 4.29
C -2.15 5.74 5.49
C -2.70 5.23 6.82
O -2.40 3.82 6.84
C -3.20 3.10 7.74
H -3.18 2.33 0.88
H -2.06 1.47 1.93
H -1.47 2.59 0.58
H -3.08 4.91 1.44
H -1.37 4.86 1.13
H -2.48 6.59 2.81
H -0.92 5.78 3.26
H -2.52 4.14 4.26
H -2.50 6.78 5.50
H -1.06 5.63 5.49
H -3.77 5.40 6.91
H -2.17 5.74 7.63
H -3.02 2.04 7.53
H -4.28 3.26 7.62
H -2.91 3.30 8.78
C 0.04 -2.58 3.41
O 1.16 -3.17 4.08
H -0.75 -3.33 3.33
H -0.35 -1.71 3.94
H 0.35 -2.35 2.40
H 1.00 -3.23 5.03
C 2.79 4.04 1.69
O 3.56 2.88 1.48
H 2.77 4.43 2.72
H 3.27 4.89 1.17
H 1.78 3.96 1.30
H 4.15 2.67 2.19
C 0.97 1.05 0.96
O 1.01 -0.36 1.10
H 1.32 1.63 1.82
H 1.58 1.43 0.13
H -0.07 1.33 0.78
H 1.89 -0.54 1.47
C 4.37 -1.60 3.42
O 3.28 -1.81 2.55
H 5.11 -0.99 2.88
H 4.11 -1.07 4.33
H 4.95 -2.49 3.67
H 2.53 -2.01 3.13
*
```

Values from the calculation:
SMILES string	COCCNCCOC.COCCNCCOC.COCCNCCOC.CO.CO.CO.CO
HOMO level	-8.31	eV
E_LUMO	0.0150	Eh

Entry 4:
Below is a molecular structure, C12H8AsN2PdS9, with properties calculated with ωB97M-V with the def2-TZVPD basis set.

Structure (ORCA input):
```
! RIJCOSX wB97M-V def2-TZVPD def2/J DEFGRID3
* xyz -1 1
Pd -1.09 0.25 -0.69
N -0.81 0.37 1.55
C 0.59 0.37 1.87
C 1.06 0.40 3.16
C 2.44 0.44 3.42
C 3.33 0.47 2.39
C 2.88 0.44 1.05
C 3.76 0.49 -0.07
C 3.25 0.47 -1.32
C 1.85 0.36 -1.50
N 1.03 0.30 -0.49
C 1.50 0.37 0.79
H -1.26 1.25 1.80
H -1.32 -0.40 1.97
H 0.35 0.40 3.98
H 2.78 0.46 4.44
H 4.40 0.52 2.58
H 4.83 0.56 0.11
H 3.88 0.53 -2.20
H 1.41 0.34 -2.49
S 1.21 2.96 -3.50
As -0.78 2.56 -2.99
S -1.06 0.29 -2.93
S -1.01 2.54 -0.74
S -2.37 3.50 -3.91
S -6.23 -4.82 -1.04
C -5.04 -3.68 -0.93
S -3.36 -4.05 -0.82
C -2.77 -2.41 -0.68
C -3.69 -1.46 -0.70
S -3.34 0.27 -0.58
S -5.35 -1.99 -0.91
S -1.05 -2.09 -0.63
*
```

Values from the calculation:
HOMO level	-4.78	eV
E_LUMO	0.0517	Eh

Entry 5:
Below is a molecular structure, C3H6N2O2, with properties calculated with ωB97M-V with the def2-TZVPD basis set.

Structure (ORCA input):
```
! RIJCOSX wB97M-V def2-TZVPD def2/J DEFGRID3
* xyz 0 1
C 0.81 -2.01 1.15
N -0.38 -1.85 1.87
C -0.80 -0.90 1.04
C -0.23 2.06 -1.49
N -0.39 2.65 -2.70
O -0.67 2.26 -0.33
O 1.69 -1.16 0.52
H 1.74 -1.58 1.76
H 1.01 -3.07 1.07
H -0.52 0.11 1.22
H -1.50 -0.98 0.18
H -1.14 3.35 -2.55
H 0.38 1.12 -1.73
*
```

Values from the calculation:
HOMO level	-6.82	eV
E_LUMO	-0.1429	Eh

Entry 6:
Below is a gas-phase ion, C4H8NO2 (charge -1), with properties calculated with ωB97M-V with the def2-TZVPD basis set.

Structure (ORCA input):
```
! RIJCOSX wB97M-V def2-TZVPD def2/J DEFGRID3
* xyz -1 1
H 0.10 -2.41 0.03
N -0.70 -2.48 -0.61
C -1.13 -1.17 -0.62
O -2.39 -0.82 -0.30
C -0.13 -0.01 -0.95
C 1.03 0.20 0.08
C 0.90 1.33 1.11
O 1.91 2.26 0.94
H -0.82 0.81 -1.09
H 0.26 -0.16 -1.91
H 2.01 0.20 -0.31
H 0.90 -0.83 0.59
H 0.94 0.94 2.15
H -0.10 1.90 1.08
H 1.46 3.24 0.85
*
```

Values from the calculation:
SMILES string	[H]/N=C(/[O-])CCCO
HOMO level	-2.63	eV
E_LUMO	0.1159	Eh

Entry 7:
Below is a gas-phase ion, C3H3N2O (charge +1), with properties calculated with ωB97M-V with the def2-TZVPD basis set.

Structure (ORCA input):
```
! RIJCOSX wB97M-V def2-TZVPD def2/J DEFGRID3
* xyz 1 1
C 0.20 -1.55 0.15
C 0.16 -0.17 -0.26
N -0.60 0.57 -0.95
C -0.19 1.07 0.26
N 0.13 2.39 0.22
O -0.67 3.06 -0.42
H -0.40 -2.20 -0.45
H 0.07 -1.40 1.23
H 1.29 -1.77 0.22
*
```

Values from the calculation:
SMILES string	Cc1nc1=[N+]=O
HOMO level (alpha / beta)	-16.84 / -16.44	eV
E_LUMO (alpha / beta)	-0.3112 / -0.3021	Eh

F_max: 1.10 7.29 1.80 1.39 3.58 5.69 5.34 (eV/A)
Energy above the lowest of the compared OMol25 structures with the same formula, charge and spin: 67.14 327.35 90.44 29.68 1207.17 337.38 668.68 (kJ/mol)